{"formula": "C5H8O2", "method": "wB97M-V/def2-TZVPD", "symbols": ["O", "C", "C", "C", "C", "C", "O", "H", "H", "H", "H", "H", "H", "H", "H"], "xyz": [[1.2638, 0.4981, -1.9628], [1.0612, 0.2982, -0.7941], [1.8988, -0.2630, 0.3552], [0.5522, -0.5582, 1.0722], [-0.2110, 0.3479, 0.0632], [-1.5243, -0.0865, -0.5939], [-2.6862, 0.5241, -0.0619], [2.5561, -1.1058, 0.1121], [2.4844, 0.5293, 0.8417], [0.4903, -0.2770, 2.1235], [0.2566, -1.6083, 0.9694], [-0.3237, 1.3655, 0.4591], [-1.4385, 0.1038, -1.6732], [-1.6412, -1.1695, -0.4660], [-2.7385, 1.4015, -0.4444]], "atomic_forces_ev_per_a": [[-0.1, -0.1, 0.6], [0.1, 0.1, -0.6], [0.1, 0.0, 0.0], [-0.1, -0.1, 0.2], [-0.1, 0.0, 0.0], [0.4, -0.3, -0.2], [0.1, -0.1, 0.1], [-0.1, 0.2, 0.0], [-0.1, -0.2, -0.1], [0.0, 0.0, -0.1], [0.0, 0.2, 0.0], [0.0, -0.1, 0.0], [-0.1, 0.0, 0.1], [-0.1, 0.2, 0.0], [-0.1, 0.2, 0.0]], "lowdin_charge": [0.11, -0.37, -0.08, -0.12, -0.20, -0.22, -0.06, 0.12, 0.12, 0.11, 0.11, 0.16, 0.12, 0.13, 0.08], "homo_lumo_gap_ha": 0.38150, "homo_ev": -9.5690, "total_energy_ev": -9408.5696, "e_above_lowest_kj_mol": 121.82, "charge": 0, "spin_multiplicity": 1, "max_force_ha_per_bohr": 0.0126}



{"formula": "C5H8O2", "method": "wB97M-V/def2-TZVPD", "symbols": ["C", "O", "C", "C", "C", "C", "O", "H", "H", "H", "H", "H", "H", "H", "H"], "xyz": [[0.4469, -0.0041, 1.3903], [0.2735, -1.3640, 1.0606], [-0.1112, -1.4504, -0.3655], [0.8847, -0.0701, -0.9607], [0.2007, 0.6714, 0.0459], [-1.1256, 1.0633, -0.2314], [-1.3277, -1.2716, -0.6407], [1.4675, 0.1658, 1.7563], [-0.2694, 0.3302, 2.1513], [0.4185, -2.3268, -0.7761], [0.6191, 0.0981, -2.0033], [1.9392, -0.2878, -0.7941], [-0.1657, 1.9823, 0.0313], [-1.8378, 1.1708, 0.5810], [-1.4210, 1.3045, -1.2472]], "atomic_forces_ev_per_a": [[0.1, 0.3, 0.2], [0.0, 0.0, 0.0], [-0.1, 0.0, -0.2], [0.2, 0.2, -0.2], [-0.3, -0.7, -0.1], [0.2, 0.4, 0.1], [0.2, 0.0, 0.1], [-0.1, 0.0, 0.0], [0.1, -0.1, -0.1], [-0.1, 0.3, 0.0], [0.0, -0.1, 0.2], [-0.1, 0.1, 0.0], [0.0, -0.2, 0.0], [0.1, -0.1, -0.1], [0.0, -0.1, 0.1]], "lowdin_charge": [-0.16, -0.09, -0.45, -0.01, -0.39, 0.07, -0.06, 0.13, 0.13, 0.15, 0.12, 0.11, 0.23, 0.12, 0.11], "homo_lumo_gap_ha": [0.32806, 0.32809], "homo_ev": [-8.6880, -8.6885], "total_energy_ev": -9404.9930, "e_above_lowest_kj_mol": 466.91, "charge": 0, "spin_multiplicity": 1, "max_force_ha_per_bohr": 0.0153}



- Which value of charge does entry 2 give?
  0



- Look up the charge of the first one.
  0



What did the second record say?
{"formula": "C5H8O2", "method": "wB97M-V/def2-TZVPD", "symbols": ["C", "O", "C", "C", "C", "C", "O", "H", "H", "H", "H", "H", "H", "H", "H"], "xyz": [[0.4469, -0.0041, 1.3903], [0.2735, -1.3640, 1.0606], [-0.1112, -1.4504, -0.3655], [0.8847, -0.0701, -0.9607], [0.2007, 0.6714, 0.0459], [-1.1256, 1.0633, -0.2314], [-1.3277, -1.2716, -0.6407], [1.4675, 0.1658, 1.7563], [-0.2694, 0.3302, 2.1513], [0.4185, -2.3268, -0.7761], [0.6191, 0.0981, -2.0033], [1.9392, -0.2878, -0.7941], [-0.1657, 1.9823, 0.0313], [-1.8378, 1.1708, 0.5810], [-1.4210, 1.3045, -1.2472]], "atomic_forces_ev_per_a": [[0.1, 0.3, 0.2], [0.0, 0.0, 0.0], [-0.1, 0.0, -0.2], [0.2, 0.2, -0.2], [-0.3, -0.7, -0.1], [0.2, 0.4, 0.1], [0.2, 0.0, 0.1], [-0.1, 0.0, 0.0], [0.1, -0.1, -0.1], [-0.1, 0.3, 0.0], [0.0, -0.1, 0.2], [-0.1, 0.1, 0.0], [0.0, -0.2, 0.0], [0.1, -0.1, -0.1], [0.0, -0.1, 0.1]], "lowdin_charge": [-0.16, -0.09, -0.45, -0.01, -0.39, 0.07, -0.06, 0.13, 0.13, 0.15, 0.12, 0.11, 0.23, 0.12, 0.11], "homo_lumo_gap_ha": [0.32806, 0.32809], "homo_ev": [-8.6880, -8.6885], "total_energy_ev": -9404.9930, "e_above_lowest_kj_mol": 466.91, "charge": 0, "spin_multiplicity": 1, "max_force_ha_per_bohr": 0.0153}



- Which value of charge does entry 2 give?
  0